{"formula": "C26H32BF4LiO10", "method": "ωB97M-V/def2-TZVPD", "lumo_ev": -1.35, "relative_energy_ev": 0.000, "homo_lumo_gap_ev": 5.688, "energy_ha": -2194.18418, "symbols": ["F", "H", "H", "O", "C", "C", "H", "O", "H", "H", "H", "H", "H", "C", "H", "H", "H", "H", "C", "H", "C", "C", "H", "O", "C", "C", "F", "C", "C", "H", "H", "C", "O", "H", "H", "H", "O", "C", "C", "H", "C", "C", "H", "Li", "O", "H", "H", "B", "H", "C", "O", "C", "C", "C", "C", "H", "C", "H", "F", "C", "H", "O", "H", "H", "C", "H", "H", "C", "F", "O", "O", "C", "C", "H"], "xyz": [[0.1226, 2.7004, -1.0372], [0.0089, 1.6372, 2.2139], [-2.7256, -3.3581, 2.2128], [1.3458, -4.7881, 1.2986], [-3.5515, 1.7644, -2.2098], [0.4370, -3.7874, 1.1930], [3.4040, 2.0521, 4.0271], [-2.0302, -2.7246, -5.1656], [-2.6715, 3.6290, -2.6927], [2.0264, 3.0938, 3.2094], [-1.0443, -5.0571, 2.1772], [0.9006, -0.7285, 2.3372], [-0.0512, 0.1462, 7.3727], [-3.4178, 3.0088, -2.8773], [-2.3503, -0.0432, 0.6008], [5.9561, 0.3975, -0.7394], [-1.6378, -0.1514, -4.3757], [-6.5031, 0.6771, -3.6521], [-5.5645, 1.3157, -3.4822], [3.5524, 1.2052, -0.1898], [1.3917, -2.7121, -3.9395], [0.6041, -2.5577, 0.4788], [2.3091, -0.3477, -1.9910], [1.4296, -2.2289, 6.6338], [0.1168, 0.5940, 3.8214], [-5.3842, 2.5638, -4.2975], [1.9880, 3.3085, -0.1593], [1.0031, -1.2645, 5.8225], [-4.2230, 3.3034, -3.9791], [-6.2923, 3.8416, -5.5900], [1.1714, -1.8946, 7.5196], [1.2428, -1.4303, 4.4815], [-2.6085, 1.3750, -1.2648], [-4.5020, -0.1359, -2.0780], [-0.2442, -0.7477, -0.2054], [1.9077, -2.1379, 4.1633], [-0.4592, 1.5972, 2.9417], [-1.6358, -1.8616, 1.1166], [0.3121, -0.4685, -3.5819], [4.6715, -0.6448, 0.0368], [0.2297, -3.1446, -4.5812], [0.8250, -0.5259, 3.4536], [0.3332, -4.1447, -4.8205], [3.1610, 4.4947, 0.8046], [4.3866, 1.4721, 0.1358], [-0.6323, 1.6673, 5.4428], [5.5802, 0.0449, 1.0376], [1.3718, 2.2652, -0.3993], [0.4129, 0.3729, -2.9892], [3.0927, 2.7184, 3.1890], [4.0335, 3.8519, 2.8231], [1.5154, -1.3600, -3.4782], [-0.7745, -0.9037, -4.2754], [0.1880, -0.1189, 6.2834], [5.2095, 0.2973, -0.0016], [1.5678, -2.0372, -0.0690], [-0.3860, -1.6571, 0.4727], [-2.4409, -1.9645, -5.6020], [2.0289, 1.4004, -1.2418], [-0.8134, -4.1069, 1.7743], [2.3501, -3.4579, -3.8319], [-6.2475, 2.9062, -5.2923], [4.4163, 4.3870, 3.7592], [3.1701, 2.0683, 2.2625], [-1.7703, -3.0839, 1.8227], [-4.2251, 4.1534, -4.5269], [1.0219, -5.4852, 1.7865], [-0.8745, -2.3445, -4.6451], [1.0135, 1.5588, 0.7558], [-2.6392, -0.9942, 1.0987], [2.4845, -0.9569, -2.6889], [-0.1813, 0.7446, 5.2250], [-4.6202, 0.8687, -2.5978], [-1.7916, 1.8733, -1.2364]], "lowdin_charge": [0.059, -0.057, 0.102, 0.055, -0.267, -0.296, 0.097, 0.046, 0.061, 0.091, 0.100, 0.113, 0.127, -0.005, 0.196, 0.066, 0.132, 0.129, -0.018, -0.002, -0.024, -0.044, 0.053, 0.053, -0.246, -0.287, 0.270, -0.353, -0.028, 0.125, 0.118, -0.013, 0.010, 0.141, 0.134, 0.085, 0.046, -0.352, -0.009, 0.078, -0.055, -0.004, 0.087, 0.854, -0.122, 0.085, 0.095, -1.413, 0.071, -0.108, -0.290, -0.311, -0.006, 0.011, -0.113, 0.167, -0.100, 0.111, 0.161, -0.016, 0.161, 0.021, 0.208, 0.069, -0.007, 0.070, 0.050, -0.338, 0.134, 0.012, 0.035, -0.030, -0.039, 0.066]}



{"formula": "C26H32ClFN2O2Sc", "method": "ωB97M-V/def2-TZVPD", "lumo_ev": [2.55, 2.45], "charge": -1, "homo_lumo_gap_ev": [4.081, 4.581], "energy_ha": -2590.56928, "symbols": ["H", "H", "C", "C", "H", "H", "Cl", "H", "C", "H", "H", "H", "N", "C", "C", "C", "H", "N", "H", "H", "H", "C", "H", "H", "C", "C", "Sc", "O", "C", "C", "C", "C", "C", "O", "C", "H", "H", "H", "C", "H", "H", "H", "F", "C", "H", "C", "C", "H", "H", "H", "H", "C", "H", "H", "C", "C", "H", "H", "H", "C", "C", "C", "C", "H", "H"], "xyz": [[0.9598, 2.4881, -3.6141], [-2.8106, 1.6303, 2.8395], [3.9345, -1.0317, -1.1094], [-1.3529, -1.9631, 0.6327], [-3.7190, 2.0256, -1.3453], [-2.3598, -2.6230, 2.4830], [-0.2392, 3.1591, 2.4956], [-0.0223, 0.3913, -2.6758], [3.5978, 1.4047, -0.3659], [-1.9064, -3.9793, 1.3991], [-3.4084, -1.7226, 0.0879], [-1.3802, 0.6915, -1.5448], [-0.1973, -1.2475, 1.1838], [-3.4944, 1.9444, 2.0512], [0.1491, 2.2327, -1.5691], [4.6082, -0.5763, -2.3692], [1.9204, -1.2656, 3.2269], [1.0916, 1.6415, -0.5686], [-2.8362, -0.5131, 1.2621], [-1.8359, -3.3530, -0.9060], [3.0398, -4.5006, 1.6714], [-5.3380, 2.5682, 0.0182], [-0.1125, 4.0851, -0.4990], [-5.0827, 2.5772, 3.4326], [-0.6761, 1.1586, -2.2393], [3.4758, -0.0833, -0.1855], [0.8853, 0.6143, 1.3134], [2.4499, 2.3974, -2.2102], [1.8212, -2.0929, 2.4897], [2.7788, -4.2589, 0.6285], [-4.0195, 2.1423, -0.3001], [-5.6681, 2.7344, 1.3571], [2.6085, -1.8247, 1.2453], [-0.3233, -3.1363, 2.4089], [-0.9648, -2.7611, -0.5968], [3.9265, 0.0533, -2.9669], [3.3684, -4.8970, -0.0400], [-1.3881, 3.7130, -1.6976], [-4.7851, 2.4390, 2.3907], [-6.0749, 2.7694, -0.7652], [4.9158, -1.4187, -2.9781], [-0.1434, -3.4581, -0.3794], [-6.9190, 3.2234, 1.6755], [-0.7304, 3.2851, -0.9278], [4.4582, 1.6799, -0.9910], [2.6544, -0.5095, 0.8207], [3.0528, -2.8138, 0.3491], [-1.3730, 2.8638, -0.1475], [5.4990, 0.0236, -2.1139], [2.0870, -3.0484, 2.9695], [3.9206, -3.1215, -1.5837], [3.6628, -2.3781, -0.8352], [3.6609, 1.9192, 0.6160], [1.7163, -4.5083, 0.4626], [-2.5509, -1.0842, 0.3744], [2.3318, 1.8200, -1.0270], [-0.3586, 1.7957, 2.2460], [1.1116, 3.9391, -2.5719], [-2.3841, -0.3867, -0.4494], [-3.1786, 1.8910, 0.7367], [-1.6369, -2.9787, 1.7394], [1.1012, 2.8455, -2.5923], [0.4109, -2.1244, 2.0298], [-0.6726, -2.1099, -1.4243], [-1.2557, 1.6229, -3.0474]], "lowdin_charge": [0.127, 0.051, -0.234, -0.559, 0.065, 0.134, 0.172, 0.094, -0.063, 0.126, 0.099, 0.054, 0.038, -0.200, -0.530, -0.054, 0.107, 0.077, 0.068, 0.088, 0.079, -0.057, 0.076, 0.092, -0.023, -0.249, 0.785, 0.032, -0.089, -0.051, -0.178, -0.312, -0.246, 0.018, -0.018, 0.080, 0.072, 0.094, -0.046, 0.090, 0.065, 0.079, -0.024, -0.073, 0.120, -0.184, -0.233, 0.006, 0.082, 0.125, 0.098, -0.024, 0.128, 0.072, -0.039, -0.323, -0.328, 0.129, 0.045, -0.222, -0.049, -0.053, -0.387, 0.083, 0.093]}



{"formula": "C26H32F6N3", "method": "ωB97M-V/def2-TZVPD", "lumo_ev": -5.36, "charge": 1, "homo_lumo_gap_ev": 5.303, "energy_ha": -1773.13192, "symbols": ["C", "C", "H", "H", "C", "C", "C", "C", "H", "H", "F", "C", "C", "H", "C", "H", "C", "C", "H", "H", "H", "H", "C", "N", "H", "H", "C", "C", "C", "H", "H", "H", "C", "C", "C", "H", "H", "C", "C", "H", "H", "C", "H", "F", "H", "N", "H", "F", "F", "N", "C", "C", "H", "H", "H", "H", "C", "F", "H", "H", "H", "H", "F", "C", "H", "C", "H"], "xyz": [[-4.6777, 1.3966, 0.0388], [1.3059, -2.7288, 2.6844], [-5.0449, -1.3198, 2.1712], [-5.0432, 0.9060, -0.8715], [2.1334, -2.8747, 0.4345], [-4.7002, 1.4030, 2.5516], [1.2443, -0.7676, 1.2452], [0.9180, 4.1865, -4.2874], [0.5094, 1.0572, 1.9856], [0.8608, 4.8446, -0.6163], [3.3254, 3.3079, -5.2506], [3.5077, -5.3462, 1.2767], [-4.6756, -0.7777, 1.2922], [3.0866, 5.6714, -4.0580], [-3.1363, 1.3772, 0.0887], [2.2640, 1.7418, -3.1677], [1.1472, 1.5083, 0.0340], [1.8091, -1.5707, 0.2297], [-2.7484, 0.9020, 3.4162], [-5.0823, 2.4309, 2.5763], [0.7180, 5.1664, -4.7148], [2.5218, -3.4673, -0.3764], [-3.1340, -0.7279, 1.2892], [-2.6583, 0.6808, 1.3159], [3.9045, -6.1464, 1.8984], [-2.7524, 2.4123, 2.5278], [1.6433, 1.1387, -1.2354], [1.8467, 2.0483, -2.2227], [1.8940, -3.4944, 1.6638], [1.5813, -6.8246, 2.2219], [-2.7237, 2.3908, 0.0813], [-2.7185, -1.2192, 0.4043], [-3.1587, 1.3965, 2.5306], [1.5831, 3.4057, -2.0244], [1.0012, -1.4085, 2.4857], [1.1266, -3.1947, 3.6379], [0.3742, -5.5711, 2.5055], [0.6229, -6.0965, 0.4217], [3.9882, 3.7055, -4.1505], [1.9720, -1.2052, -0.7555], [1.8814, 0.1318, -1.4806], [1.1812, -5.8837, 1.8419], [0.4742, 3.2122, 1.1677], [1.6232, -6.5313, -0.3657], [3.3511, -5.7200, 0.2660], [1.7818, 4.3160, -3.1099], [1.3984, 3.5580, -5.0344], [4.1746, 2.6661, -3.3181], [5.1749, 4.2482, -4.4857], [2.2435, -4.8628, 1.8347], [0.8590, 2.8843, 0.2173], [0.9439, 0.6099, 1.1095], [3.6544, 5.0646, -2.5064], [4.2340, -4.5362, 1.2421], [-6.3296, 0.6641, 1.2819], [-2.7142, 0.8710, -0.7848], [-5.2262, 0.6704, 1.2915], [-0.3642, -7.0107, 0.4802], [-5.0530, 2.4267, 0.0051], [-5.0476, -1.3227, 0.4163], [-5.0779, 0.9128, 3.4572], [-2.7155, -1.2517, 2.1539], [0.1486, -4.9229, -0.0357], [3.1480, 4.7810, -3.4303], [0.5685, -0.8371, 3.2889], [1.0771, 3.8023, -0.7747], [-0.0251, 3.7225, -4.0059]], "lowdin_charge": [-0.137, 0.024, 0.111, 0.111, 0.006, -0.137, -0.173, -0.043, 0.123, 0.125, 0.124, -0.042, -0.136, 0.142, -0.178, 0.123, -0.172, 0.022, 0.108, 0.112, 0.096, 0.129, -0.178, -0.176, 0.101, 0.108, 0.021, 0.010, -0.188, 0.144, 0.106, 0.110, -0.169, -0.182, 0.017, 0.126, 0.140, -0.587, -0.593, 0.087, 0.086, -0.031, 0.124, 0.128, 0.078, -0.139, 0.074, 0.127, 0.147, -0.117, 0.013, 0.131, 0.142, 0.100, 0.142, 0.109, -0.299, 0.151, 0.111, 0.111, 0.111, 0.106, 0.146, -0.035, 0.125, 0.030, 0.097]}